[1]
A molecular structure, C17H16F2NO4P in a non-equilibrium geometry, computed with ωB97M-V/def2-TZVPD.

Calculated values
Molar mass: 367.29 g mol⁻¹
E_HOMO: -7.56 eV
LUMO level: -1.63 eV

Each line ends with the natural charge from an NBO analysis.
Atoms and positions in Å:
C 4.7715 -1.7105 -0.6246  -0.5892
C 3.2576 -1.1113 -0.4875  -0.0487
H 3.0419 -0.1999 -1.0321  0.1860
H 3.0628 -1.0021 0.4924  0.1817
O 2.5399 -1.9512 -1.2139  -0.8142
P 1.2512 -1.7882 -1.9311  2.4327
O 0.7576 -3.0194 -2.5038  -1.0810
O 1.4845 -0.5183 -3.0421  -0.8281
C 1.7925 -0.8653 -4.4022  -0.0894
C 3.2163 -1.3963 -4.4249  -0.6773
H 3.3023 -1.8161 -5.5673  0.2177
H 3.2393 -2.4315 -4.0554  0.2401
H 4.0337 -0.5518 -4.1075  0.2368
H 1.0057 -1.6736 -4.6286  0.2105
H 1.6737 0.1429 -4.9346  0.1993
C 0.1613 -1.0129 -0.7193  -0.6329
C -1.0250 -1.3979 -0.3974  -0.0972
C -2.0139 -0.9762 0.4502  0.1696
C -3.5141 -1.3818 0.7789  -0.1563
C -3.8416 -0.5805 1.7464  -0.2710
C -2.8933 0.5499 1.7248  0.2785
C -2.7762 1.5216 2.6183  -0.1528
C -3.9189 2.0414 3.4612  0.4647
C -3.7208 3.1492 4.2608  -0.3437
C -2.8323 4.1178 3.8544  0.4093
C -1.6527 3.7426 3.2847  -0.3135
C -1.5568 2.6684 2.5597  -0.1154
H -1.0313 2.1712 1.8348  0.2421
H -0.5957 4.2513 3.2139  0.2664
F -2.5096 5.2178 4.8629  -0.3846
H -4.6909 3.5781 4.7770  0.2464
F -4.9766 1.4884 3.4584  -0.2590
O -1.8801 0.1941 1.0699  -0.3539
H -4.7101 -0.4184 2.1775  0.2178
H -3.7591 -2.2722 0.4323  0.2148
H -1.5506 -2.5502 -0.9718  0.2394
C 0.4403 0.3831 -0.3280  0.2777
N 0.9985 1.0739 0.4217  -0.3211
H 5.0254 -1.8367 -1.7764  0.2034
H 5.4541 -1.1693 -0.2799  0.1827
H 4.9396 -2.6602 -0.0518  0.2114



[2]
A single C5H11NO molecule in a non-equilibrium geometry, computed with ωB97M-V/def2-TZVPD.

Calculated values
Energy above the lowest of the compared OMol25 structures with the same formula, charge and spin: 36.3 kcal/mol
Molar mass: 101.15 g mol⁻¹
E_HOMO: -8.80 eV
LUMO level: 0.91 eV

Each line ends with the natural charge from an NBO analysis.
Atoms and positions in Å:
C 0.2547 1.4514 1.5429  -0.6137
C -0.8558 0.8500 0.6897  -0.4130
C -0.5234 0.7660 -0.7933  -0.2216
N 0.7346 0.0523 -1.0304  -0.6300
C 0.9114 -1.2400 -0.4250  -0.3425
C -0.1514 -2.2609 -0.7350  0.4260
O 0.0320 -3.4140 -1.0218  -0.5117
H -0.0509 1.5396 2.5800  0.2139
H 0.5115 2.4302 1.1309  0.2047
H 1.1949 0.9236 1.3869  0.2120
H -1.7348 1.4922 0.7975  0.2097
H -1.2309 -0.0998 1.0821  0.1926
H -0.4278 1.8002 -1.1269  0.1965
H -1.3560 0.3334 -1.3527  0.1704
H 0.9549 0.0465 -2.0220  0.3695
H 1.0259 -1.2066 0.6682  0.2162
H 1.8984 -1.5929 -0.7334  0.2259
H -1.1873 -1.8714 -0.6376  0.0951



[3]
2 unconnected molecules or ions with the total composition C11H15N in a non-equilibrium geometry, computed with ωB97M-V/def2-TZVPD.

Calculated values
Energy above the lowest of the compared OMol25 structures with the same formula, charge and spin: 21.5 kcal/mol
Molar mass: 161.25 g mol⁻¹
E_HOMO: -7.86 eV
LUMO level: 0.90 eV

Each line ends with the natural charge from an NBO analysis.
Atoms and positions in Å:
C 0.5174 2.6707 3.0697  -0.6372
C -0.1258 1.7363 2.1238  -0.1101
C -1.3977 1.2476 2.1735  -0.0227
N -1.5677 0.2799 1.2076  -0.5242
C -0.4123 0.1729 0.4865  0.1261
C -0.1073 -0.5582 -0.6826  -0.2325
C 0.9610 -0.1829 -1.4296  -0.2095
C 1.9683 0.6738 -0.8531  -0.2401
C 1.8020 1.2979 0.3336  -0.1930
C 0.5039 1.1186 0.9765  -0.0813
H 0.0226 2.9041 4.0209  0.2226
H 0.7398 3.6960 2.6947  0.2162
H 1.4370 2.2203 3.4607  0.2172
H -2.2296 1.4483 2.8425  0.2082
H -2.4308 -0.1789 0.9795  0.4102
H -0.7865 -1.2388 -1.1713  0.2092
H 1.1339 -0.6446 -2.3855  0.2110
H 2.8789 0.6374 -1.4444  0.2100
H 2.3927 2.0299 0.8444  0.2172
C -1.1223 -4.0977 -2.8911  -0.6083
C -0.5021 -2.7422 -3.2060  -0.6165
H -0.7595 -4.8655 -3.5546  0.2056
H -1.0066 -4.4215 -1.8446  0.2034
H -2.2130 -4.0687 -3.0101  0.1982
H -1.1868 -1.9665 -2.8874  0.2032
H -0.2850 -2.6462 -4.2686  0.2075
H 0.5226 -2.7279 -2.8018  0.2097